ORCA calculation (ωB97M-V/def2-TZVPD) on a cluster of 2 separate species, C8H12N5O in total in a non-equilibrium geometry.

Element x y z (Å)
C1 2.638738 -0.566826 0.111854
C2 1.851022 0.198881 -1.922041
C3 1.281378 1.474204 0.158785
C4 -0.183233 -1.866063 0.208914
C5 -1.070728 0.120344 -1.022517
C6 -0.782759 -1.335262 1.473248
C7 -1.935862 0.504766 0.198661
C8 1.691992 0.243724 -0.554521
N1 3.340188 -1.230627 0.738253
N2 2.120734 0.201394 -3.036447
N3 -0.036705 -0.810226 -0.777547
N4 1.789625 2.619457 -0.501449
N5 -2.103874 -0.665855 1.107032
O1 0.572083 1.478089 1.156853
H1 0.690512 -2.462474 0.206892
H2 -0.941967 -2.508413 -0.259063
H3 -1.738861 -0.285460 -1.834358
H4 -0.513388 1.034080 -1.510550
H5 -1.043490 -2.078183 2.234248
H6 -0.008825 -0.606008 1.773238
H7 -1.398069 1.323441 0.865386
H8 -2.778554 1.038280 -0.159887
H9 2.260702 2.442721 -1.389520
H10 1.812829 3.498903 -0.020502
H11 -2.880481 -1.269324 0.740825
H12 -2.633008 -0.493562 2.014215

Atoms 1-3, force components in eV/Å:
0.4 -0.8 1.3
0.9 0.7 -2.4
0.2 3.6 -0.3

Summary:
Energy relative to the best compared isomer or geometry (same formula, charge and spin), kcal/mol: 80.4
Charge: +1
HOMO (spin up / spin down), eV: -13.29 / -13.29
Lowest unoccupied orbital energy (spin up / spin down), Ha: -0.180 / -0.180
Kohn-Sham gap (spin up / spin down), eV: 8.4 / 8.4
Energy, eV: -17977.82933